1.
ORCA calculation (the ωB97M-V functional and the def2-TZVPD basis) on C29H87GaN14O8P5 as an isolated structure.

Cartesian coordinates (Å):
N 4.629 -1.384 4.475
P 5.249 -1.189 3.034
O 6.285 -2.485 2.730
O 6.218 0.182 2.943
Ga 3.664 -1.221 1.236
N 4.778 -1.444 -0.378
C 2.456 -2.865 1.278
C 2.345 -3.546 2.665
O 1.144 -3.218 3.382
C 2.685 0.552 0.974
C 2.049 0.981 2.344
C 0.647 0.191 2.708
O 2.092 0.005 3.336
H 5.031 -2.254 4.836
H 7.178 -2.197 2.982
H 5.726 0.970 3.212
H 5.359 -0.600 -0.385
H 5.436 -2.172 -0.084
H 1.455 -2.677 0.848
H 2.906 -3.621 0.602
H 3.240 -3.366 3.277
H 2.315 -4.646 2.489
H 1.452 -2.870 4.231
H 1.870 0.554 0.241
H 3.425 1.362 0.841
H 2.111 2.072 2.630
H 0.614 -0.116 1.614
H 0.462 -0.853 3.032
O -0.866 0.003 -1.203
P -1.562 -0.512 -2.452
N -0.447 0.318 -3.483
C -0.749 1.250 -4.546
C 0.929 -0.170 -3.491
N -2.994 0.429 -2.252
C -3.549 1.334 -3.238
C -3.248 0.976 -0.922
N -2.295 -1.242 -3.885
C -3.346 -2.217 -3.474
C -1.420 -1.993 -4.800
H -1.501 0.874 -5.253
H 0.133 1.482 -5.145
H -1.095 2.207 -4.144
H 1.014 -1.142 -3.998
H 1.301 -0.301 -2.472
H 1.612 0.523 -3.980
H -3.040 2.305 -3.233
H -4.606 1.523 -3.020
H -3.532 0.923 -4.246
H -2.610 1.845 -0.718
H -3.075 0.232 -0.149
H -4.291 1.285 -0.815
H -2.911 -3.050 -2.913
H -3.867 -2.616 -4.346
H -4.099 -1.748 -2.843
H -0.856 -2.776 -4.287
H -0.719 -1.345 -5.322
H -2.019 -2.459 -5.585
O 1.978 4.686 2.300
P 1.882 6.172 2.553
N 1.315 6.054 4.174
C 0.153 6.694 4.754
C 2.243 5.487 5.146
N 0.575 6.455 1.468
C -0.640 7.179 1.791
C 0.248 5.385 0.526
N 2.085 7.918 2.676
C 2.715 8.442 1.431
C 2.914 8.437 3.775
H 0.109 7.773 4.556
H 0.132 6.589 5.839
H -0.769 6.232 4.392
H 3.078 6.169 5.367
H 2.674 4.555 4.773
H 1.756 5.242 6.089
H -1.360 6.548 2.325
H -1.129 7.519 0.871
H -0.453 8.082 2.369
H -0.295 4.569 1.016
H 1.145 4.975 0.069
H -0.368 5.764 -0.294
H 3.725 8.041 1.304
H 2.771 9.532 1.456
H 2.136 8.176 0.549
H 3.913 7.989 3.788
H 2.451 8.282 4.748
H 3.024 9.518 3.677
O -6.140 0.771 1.099
P -7.529 0.629 1.675
N -8.302 0.181 0.203
C -9.482 0.773 -0.394
C -7.914 -1.104 -0.369
N -7.762 2.305 2.003
C -8.924 3.081 1.610
C -6.583 3.164 1.947
N -8.978 0.301 2.619
C -8.682 0.462 4.072
C -9.589 -1.033 2.497
H -10.321 0.864 0.307
H -9.855 0.180 -1.230
H -9.259 1.760 -0.806
H -8.293 -1.950 0.221
H -6.825 -1.196 -0.408
H -8.269 -1.226 -1.392
H -8.864 3.403 0.564
H -8.994 3.986 2.222
H -9.860 2.550 1.771
H -6.288 3.376 0.912
H -5.739 2.709 2.459
H -6.772 4.115 2.452
H -7.946 -0.274 4.406
H -9.590 0.343 4.666
H -8.288 1.452 4.291
H -8.876 -1.837 2.702
H -10.025 -1.197 1.513
H -10.421 -1.124 3.198
O 3.499 -6.114 -2.720
P 4.994 -6.341 -2.685
N 5.436 -4.888 -3.482
C 6.295 -4.739 -4.636
C 5.159 -3.639 -2.762
N 4.991 -7.680 -3.780
C 5.853 -7.811 -4.939
C 3.703 -8.291 -4.082
N 6.668 -6.730 -2.308
C 6.725 -7.946 -1.448
C 7.461 -5.716 -1.592
H 7.254 -5.265 -4.534
H 6.547 -3.694 -4.820
H 5.797 -5.090 -5.545
H 5.824 -3.508 -1.903
H 4.137 -3.625 -2.382
H 5.258 -2.758 -3.395
H 5.471 -7.245 -5.798
H 5.911 -8.862 -5.246
H 6.879 -7.512 -4.738
H 3.121 -7.680 -4.782
H 3.116 -8.436 -3.179
H 3.838 -9.283 -4.523
H 6.244 -7.767 -0.483
H 7.760 -8.248 -1.274
H 6.225 -8.791 -1.919
H 6.982 -5.392 -0.664
H 7.657 -4.838 -2.206
H 8.445 -6.121 -1.348

Force components x, y, z for each atom (eV/Å):
N 0.6324 -0.2935 -0.2944
P -1.2788 -0.4089 0.5338
O 0.4300 1.4909 -0.0400
O 0.3971 -0.7121 -0.2173
Ga -0.8666 -0.1917 -1.1719
N 0.2402 0.2243 0.6036
C 0.3990 -0.1692 0.4648
C -0.0480 -1.0321 -0.9508
O 0.5529 0.3655 0.3778
C -0.1819 1.1835 2.3179
C -0.1847 -0.4952 1.0058
C 0.5885 -0.3843 -1.4039
O 0.8530 1.0682 -2.3328
H -0.0992 0.2994 0.3607
H -0.1015 -0.2588 -0.0552
H -0.0668 -0.3178 0.0976
H -0.0145 -0.1595 -0.2100
H -0.0195 0.0796 -0.2311
H 0.2856 0.0633 0.3480
H -0.0368 0.3842 0.1704
H -0.3674 0.1808 -0.0313
H -0.0591 0.3517 0.2251
H -0.2541 0.1025 -0.2195
H 0.5926 0.1133 -0.2414
H -0.3126 -0.1846 -0.7550
H -0.2451 -1.3025 0.0365
H 0.5549 -0.7269 0.6488
H -1.4299 0.7990 0.9311
O -0.0543 -4.2023 0.9862
P -0.3649 8.0878 -2.2663
N 1.1766 0.0827 -1.0154
C -0.4623 -0.1552 -0.0711
C -0.0286 -0.3010 0.6084
N -0.3809 -0.2694 0.2973
C -0.4628 -0.3620 -0.3882
C 0.1941 -0.0780 0.3006
N 0.1356 -3.1402 1.9169
C -0.5306 0.1017 -0.0047
C 0.4136 0.2165 -0.3680
H -0.1123 0.0778 0.0098
H 0.1385 -0.1991 0.1648
H -0.1402 0.0036 -0.0977
H 0.2296 0.0142 -0.0516
H -0.0603 -0.0397 -0.0035
H -0.1752 0.1024 -0.0361
H 0.0115 0.0116 -0.0026
H 0.0394 -0.0112 0.1403
H 0.2558 -0.0329 0.0318
H 0.0246 -0.0331 0.0820
H 0.1527 0.0881 -0.0122
H -0.0308 -0.0605 -0.2583
H -0.0672 -0.1532 -0.1555
H 0.1653 0.0366 -0.0818
H 0.1772 0.1863 0.0218
H -0.0212 -0.0750 -0.1193
H 0.0199 0.1482 0.2652
H -0.1917 -0.0349 0.2055
O 3.8547 1.0163 -0.6317
P -7.5640 -0.6240 1.5895
N 0.4135 0.0129 1.0362
C -0.1348 0.4132 -0.3249
C 0.3953 -0.3229 -0.3934
N 0.0241 -0.0042 -0.4139
C 0.0836 0.6113 -0.1286
C 0.1929 -0.3276 0.0129
N 3.0994 -0.6999 -1.1844
C -0.2730 0.2040 -0.3792
C -0.1258 -0.0338 0.5732
H -0.0812 0.0028 -0.0769
H 0.2785 -0.1374 -0.0342
H -0.0332 0.1328 -0.0486
H 0.0161 -0.0415 0.1830
H -0.0250 0.0392 -0.0689
H -0.1733 0.0836 -0.1048
H -0.0165 0.0024 0.0075
H 0.0497 -0.1134 -0.0532
H 0.1395 -0.1437 0.1590
H 0.0353 -0.0702 -0.0850
H -0.0199 -0.0933 0.1578
H -0.0628 0.2348 0.1633
H 0.0968 0.1985 0.0062
H 0.0049 -0.0321 0.1923
H -0.1099 -0.1626 0.1623
H 0.0553 0.1369 0.0376
H -0.0942 -0.2863 -0.0992
H -0.0009 -0.0534 -0.2534
O 0.6838 -2.7937 2.6899
P -2.7414 5.2761 -4.7956
N -0.2778 -0.8854 -0.5937
C -0.2591 0.2567 0.3939
C 0.5631 -0.0806 0.2771
N 0.1911 0.2323 0.2494
C -0.4303 -0.0277 0.4660
C 0.3308 -0.1672 -0.0553
N 2.1788 -1.8380 1.8431
C -0.0975 0.4286 0.2744
C -0.2548 -0.2350 -0.4862
H 0.0037 0.1122 0.0166
H 0.2196 -0.2023 0.0802
H -0.1098 0.0506 0.0953
H -0.0268 -0.1189 -0.1515
H -0.0096 0.0528 0.0829
H -0.1025 0.1935 0.0449
H -0.0158 0.0078 -0.0128
H 0.1312 -0.0066 -0.0011
H 0.1035 -0.1952 -0.1272
H 0.0944 0.0345 0.0289
H 0.0054 -0.0697 -0.1682
H -0.2811 -0.0523 -0.0234
H -0.1380 -0.0915 0.1415
H -0.0530 -0.1095 -0.1579
H 0.0291 0.0056 -0.2489
H -0.1122 -0.0694 0.0774
H 0.2432 0.1510 -0.1236
H 0.1531 0.1499 0.1499
O 0.5400 -0.4127 3.8412
P 0.4173 0.7498 -7.5315
N 0.2177 0.9379 0.1066
C 0.2843 -0.4905 0.0024
C -0.4397 -0.2880 0.4277
N -0.1314 -0.4373 -0.0017
C 0.5024 -0.2875 0.1736
C -0.2566 0.1318 0.1796
N -1.2737 -0.4542 3.1357
C 0.0889 -0.4595 -0.1819
C 0.1678 0.5511 -0.1766
H -0.0110 -0.0850 -0.0875
H -0.1557 0.0570 0.2760
H 0.1325 -0.0992 -0.0273
H -0.0249 0.2145 -0.0299
H 0.0542 -0.0380 0.0658
H 0.0745 -0.1491 -0.1319
H 0.0225 0.0156 -0.0234
H -0.1192 -0.0087 0.0382
H -0.0996 0.2283 0.0973
H -0.1000 -0.0545 0.0183
H -0.0335 0.1801 -0.0478
H 0.2646 0.0685 -0.0693
H 0.1919 -0.0310 0.1182
H 0.0305 0.1917 -0.0239
H -0.0892 0.1790 -0.1507
H 0.1330 0.0142 0.0523
H -0.3080 -0.0181 -0.1046
H -0.1369 -0.2353 0.0230

Computed properties:
- Largest force on an atom: 8.407 eV Å⁻¹
- Total charge: -1
- ΔE to the lowest compared entry with this formula, charge and spin: 230.0 kcal/mol
- Frontier orbital gap: 5.42 eV
- Energy: -6156.8337 hartree


2.
ORCA calculation (the ωB97M-V functional and the def2-TZVPD basis) on a 14-piece molecular cluster, C29H91N23O14 overall.

Cartesian coordinates (Å):
C 5.026 4.473 2.257
O 6.092 4.202 1.800
N 4.930 5.448 3.123
N 3.897 3.883 2.115
H 5.705 6.020 3.427
H 3.969 5.677 3.334
H 3.861 3.034 1.569
H 3.072 4.360 2.449
C 0.989 2.256 3.879
O 0.719 3.391 3.507
N 0.090 1.687 4.648
N 2.085 1.590 3.805
H 0.228 0.721 4.909
H -0.717 2.226 4.927
H 2.741 1.870 3.089
H 2.062 0.635 4.131
C -2.904 -0.507 4.072
O -1.776 -0.841 3.742
N -3.903 -0.831 3.268
N -3.232 0.393 4.926
H -4.815 -0.472 3.509
H -3.793 -1.534 2.551
H -4.210 0.568 5.105
H -2.641 1.137 5.270
C -2.853 4.416 0.629
O -2.621 5.565 1.024
N -3.464 3.571 1.364
N -2.653 3.895 -0.576
H -3.412 2.591 1.128
H -3.787 3.917 2.256
H -3.003 2.979 -0.818
H -2.113 4.344 -1.303
C -3.725 0.069 -0.615
O -3.237 1.186 -0.713
N -3.267 -1.066 -1.186
N -4.807 -0.165 0.013
H -3.632 -1.955 -0.873
H -2.385 -1.026 -1.677
H -5.200 0.619 0.514
H -5.081 -1.125 0.170
C -3.282 -4.285 0.644
O -3.994 -3.325 0.433
N -1.973 -4.133 0.637
N -3.698 -5.421 1.223
H -1.581 -3.202 0.643
H -1.409 -4.935 0.880
H -2.993 -6.142 1.156
H -4.603 -5.401 1.671
C 3.365 -4.048 -0.739
O 3.484 -2.917 -1.173
N 4.331 -4.607 -0.101
N 2.279 -4.758 -0.916
H 5.226 -4.143 -0.031
H 4.449 -5.588 0.105
H 2.295 -5.745 -0.703
H 1.438 -4.296 -1.231
C 4.263 0.487 0.263
O 3.964 1.630 0.521
N 5.453 0.026 0.223
N 3.471 -0.425 -0.227
H 5.516 -0.982 0.204
H 6.290 0.587 0.157
H 2.524 -0.114 -0.393
H 3.783 -1.346 -0.500
C 1.164 6.582 2.366
O 2.173 6.071 1.889
N -0.016 6.109 2.442
N 1.223 7.760 2.761
H -0.684 6.568 3.044
H -0.273 5.248 1.980
H 2.060 8.325 2.801
H 0.353 8.159 3.082
C 0.024 -1.077 -1.189
C -0.001 -0.714 0.347
C -0.179 0.765 0.701
O 1.051 1.483 0.256
C 1.131 2.847 0.309
N -1.019 -1.570 0.983
H -0.715 -0.523 -1.769
H -0.215 -2.118 -1.405
H 0.991 -0.753 -1.574
H 0.929 -1.036 0.815
H -0.220 0.903 1.782
H -1.115 1.118 0.267
H 2.129 3.104 -0.047
H 0.857 3.246 1.285
H 0.308 3.069 -0.371
H -1.079 -1.510 1.989
H -1.841 -1.111 0.618
C 0.062 -0.945 6.702
C 0.528 -2.018 5.691
C -0.447 -3.287 5.602
O -0.376 -4.097 6.712
C 0.833 -4.930 6.720
N 0.956 -1.381 4.418
H 0.014 -1.451 7.667
H -0.895 -0.483 6.460
H 0.798 -0.200 7.004
H 1.512 -2.408 5.953
H -0.207 -3.999 4.813
H -1.494 -3.053 5.408
H 0.913 -5.669 5.922
H 0.704 -5.520 7.627
H 1.748 -4.352 6.850
H 0.089 -1.098 3.983
H 1.390 -2.086 3.841
C -4.535 1.823 -4.298
C -3.288 1.060 -4.736
C -2.026 1.335 -3.885
O -1.902 2.792 -3.765
C -0.655 3.316 -3.414
N -3.610 -0.307 -4.829
H -4.332 2.891 -4.379
H -4.828 1.626 -3.267
H -5.432 1.692 -4.903
H -3.208 1.519 -5.722
H -1.196 0.875 -4.422
H -2.117 0.814 -2.932
H 0.169 2.997 -4.052
H -0.410 2.869 -2.450
H -0.570 4.401 -3.465
H -3.978 -0.563 -3.924
H -4.408 -0.223 -5.442
C -2.341 -3.608 -5.637
C -1.790 -3.313 -4.208
C -0.728 -4.368 -3.709
O -1.160 -5.705 -3.663
C -2.272 -5.860 -2.853
N -1.152 -1.982 -4.252
H -3.184 -2.938 -5.806
H -2.794 -4.571 -5.402
H -1.516 -3.704 -6.342
H -2.668 -3.303 -3.563
H -0.490 -4.153 -2.667
H 0.169 -4.264 -4.320
H -3.210 -5.522 -3.293
H -2.078 -5.364 -1.901
H -2.425 -6.928 -2.696
H -0.533 -2.191 -5.022
H -1.908 -1.361 -4.504
C 2.857 -0.604 -3.846
C 3.527 0.575 -4.543
C 3.839 1.661 -3.548
O 4.596 2.769 -4.189
C 3.617 3.652 -4.734
N 4.747 0.118 -5.192
H 1.956 -0.348 -3.288
H 3.508 -0.896 -3.023
H 2.630 -1.453 -4.491
H 2.851 0.900 -5.334
H 4.443 1.252 -2.738
H 2.937 1.986 -3.030
H 3.267 4.341 -3.966
H 2.833 3.288 -5.397
H 4.201 4.305 -5.383
H 5.261 0.986 -5.252
H 5.333 -0.406 -4.558

Force components x, y, z for each atom (eV/Å):
C 1.4909 0.6414 0.7666
O 3.4034 -1.6605 -2.1436
N -0.9198 3.5347 3.0274
N -3.3759 -2.7297 -0.9403
H -0.3452 -0.2723 -0.4594
H 0.4776 0.7976 0.4601
H -0.1301 0.2150 -0.2979
H -0.3063 -0.4205 -0.4774
C -2.4160 3.0205 1.0879
O 0.8564 1.2867 -1.4543
N -2.3165 -2.2226 1.9600
N 3.6960 -1.5695 -1.4249
H -0.5307 0.2785 0.2209
H 0.3398 -0.2984 -0.2635
H 0.1850 -0.1755 0.1177
H 0.2638 -0.1628 -0.2332
C 0.9830 -0.6049 -3.8535
O 2.0021 -0.6053 0.8616
N -2.0371 -1.0805 -0.8507
N -0.9516 3.1903 4.2327
H -0.3880 -0.3153 -0.4378
H -0.0918 -0.0945 0.2531
H -0.0943 -0.0044 -0.0743
H 0.3682 -0.6418 -0.1523
C 0.9504 3.2121 -1.4123
O 0.5049 0.1568 -0.5335
N -2.4676 -3.1680 3.8734
N 1.3199 0.2100 -2.9224
H -0.3157 0.0370 0.3804
H 0.1675 -0.5446 -0.0734
H 0.0668 0.0691 0.1681
H -0.1284 0.2257 0.4966
C 1.9189 -0.4615 -1.8409
O 0.8979 0.7070 -0.3771
N 1.3951 0.0216 -1.4833
N -4.0881 -0.0478 2.6929
H 0.2575 -0.2627 0.1143
H -0.2218 -0.2620 0.1733
H -0.2881 -0.4721 0.2241
H -0.3854 0.2827 0.3530
C 0.1781 1.0671 2.0383
O -2.0173 1.2623 -0.8090
N 1.9177 -1.6987 -1.1396
N -0.3777 -0.9017 -0.7947
H 0.6529 0.7856 -0.1930
H 0.1994 0.4627 0.1834
H -0.9385 -0.5324 0.8854
H 0.2261 -0.6849 -0.2354
C -0.8908 2.0579 -1.7043
O -0.0884 1.2794 -0.4839
N 4.6921 -2.5808 2.7485
N -2.2801 -1.7678 -0.2503
H -0.4305 0.3401 -0.2828
H -0.7168 0.1045 -0.0660
H -0.4804 0.3277 -0.0111
H 0.2308 -0.2317 -0.0985
C -1.9180 1.8738 -1.0229
O -0.4816 1.3446 0.4753
N 6.5864 -1.9983 0.8203
N -3.8463 -1.1206 -0.4776
H 0.6538 0.4179 -0.2439
H -0.3842 0.0016 0.5060
H -0.0749 -0.2977 0.2684
H -0.4618 0.1950 -0.2261
C 3.3363 -3.7298 -2.6381
O 0.6835 -1.4215 -0.5806
N -4.3823 -2.8675 0.0766
N 0.0161 8.6835 3.5016
H -0.1634 -0.5491 -0.5476
H -0.0009 0.1249 0.4381
H -0.1954 -0.5444 -0.1033
H 0.5572 0.5698 -0.0297
C 0.1648 1.2412 1.1292
C 0.6283 -1.0881 0.0449
C 1.8275 0.8287 -0.4064
O -0.7048 -4.6215 0.4016
C -1.6796 0.6470 -0.4806
N -0.2381 0.7945 -1.0280
H 0.1352 0.3623 0.1358
H 0.4676 -0.1010 0.2982
H -0.1085 -0.4379 -0.2521
H 0.3956 0.0906 -0.3330
H -0.2340 -0.2070 0.1917
H 0.0799 0.5187 -0.3127
H -0.2786 0.3642 0.1433
H 0.5028 0.1905 0.1708
H 0.1542 1.6745 -0.4067
H 0.1324 0.4712 0.3371
H -0.9541 -0.4499 0.4241
C 0.4538 -1.2182 0.7626
C 0.6011 -0.1562 -0.5386
C 0.5124 0.9442 -1.2923
O 1.5358 -1.4928 1.5468
C -1.4646 0.4097 1.4764
N -0.9828 -0.0504 0.4518
H -0.8181 -0.3265 0.0990
H 0.0566 -0.1398 -0.0440
H 0.2572 0.2919 -0.9850
H -0.2074 -0.2809 1.1130
H 0.5094 0.7110 -1.0920
H -0.0036 0.5369 0.3195
H -0.2316 0.4250 -0.5687
H 0.1382 -0.0013 0.0924
H -0.0342 0.1090 -0.3316
H -0.1700 0.1573 -0.6531
H 0.0226 -0.0531 -0.2532
C 0.0773 1.3924 1.0769
C -0.4515 2.9975 0.4210
C -0.5924 1.1684 -0.8658
O -0.9603 -1.0271 -0.8745
C 1.0615 -1.3785 0.4451
N 0.0452 -1.3721 -0.5671
H 0.0293 0.1357 0.2802
H 0.0882 -0.0977 0.2171
H 0.1860 -0.5833 -0.3922
H 1.0690 -0.5183 -0.4304
H 0.4201 0.2916 -0.0024
H -0.0070 0.4473 0.3664
H -0.0026 -0.4112 -0.5799
H 0.3438 0.6876 0.4829
H -0.8297 -0.0017 0.3921
H -0.2536 -0.3978 0.3311
H -0.3331 -1.0971 -0.1633
C -0.2444 -1.4213 2.5757
C 0.3253 0.0944 -0.7793
C -1.1430 0.9907 0.2576
O 0.4324 -0.2079 -1.5488
C -0.4049 -0.7075 0.4759
N 0.2818 -1.5622 1.1993
H 0.5605 0.2902 -0.6275
H -0.1209 -0.5690 -1.0853
H -0.4310 0.2481 -0.3259
H 0.1546 0.0851 0.3992
H 0.2929 0.7579 0.1562
H 0.0340 -0.3400 -0.0567
H -0.0315 0.4498 -0.0811
H -0.3667 0.0815 0.3065
H 0.2120 -0.0639 0.1638
H 0.3845 1.3237 -0.3683
H 0.1791 0.3887 -0.6984
C 0.0617 0.2729 0.9507
C -0.5501 -1.2641 0.1043
C 0.6495 0.6448 0.1237
O -2.4850 -1.5811 0.6011
C 1.7557 1.6797 -0.4444
N 0.3826 0.4932 -0.4218
H -0.2930 0.3193 -0.4761
H 0.2926 -0.5394 -0.1371
H 0.2135 0.1264 -0.0792
H 0.0097 0.4468 -0.0684
H 0.4424 -0.0074 -0.1457
H -0.1689 0.6108 -0.2171
H -0.5789 -0.3453 0.2205
H -0.1273 -0.7715 0.4830
H 0.0819 0.1493 -0.2153
H 0.5207 0.2375 -0.7207
H -0.2253 -0.4701 0.4206

Computed properties:
- Largest force on an atom: 9.363 eV Å⁻¹
- Multiplicity: 2
- Total charge: -1
- ΔE to the lowest compared entry with this formula, charge and spin: 14.2 kcal/mol
- Frontier orbital gap (alpha / beta): 1.72 / 7.71 eV
- Energy: -3472.3461 hartree